Entry from the OMol25 dataset: C13H15Cl4NO2 as an isolated structure (the ωB97M-V functional and the def2-TZVPD basis).

XYZ file:
```
35
Properties=species:S:1:pos:R:3
C -0.1088 -3.2691 0.6079
H 0.5858 -2.4125 0.8047
H 0.6154 -3.8313 -0.1179
H -0.3769 -3.8371 1.4025
C -1.3814 -3.0190 -0.3973
C -1.0771 -2.2361 -1.4990
H -1.9957 -1.9540 -1.9318
H -0.4905 -2.8181 -2.3064
H -0.4403 -1.2611 -1.4567
H -1.9485 -3.7844 -0.5010
C -2.3737 -1.7555 0.6525
C -1.7249 -0.5846 0.9447
O -0.9326 -0.7343 1.9334
N -1.7924 0.4514 0.2141
H -2.2807 0.1873 -0.8357
C -1.1134 1.5308 0.4204
O -0.0077 1.4194 -0.6379
C 1.2503 1.5457 -0.2543
C 1.8945 2.2597 0.7705
C 3.1243 2.1871 1.1890
C 3.9674 1.5819 0.0481
C 3.4035 1.1407 -0.8839
C 2.1556 1.1652 -1.2149
H 1.6915 0.6879 -2.0065
H 4.1948 0.7904 -2.0065
Cl 5.7976 1.5994 0.4306
H 3.5557 2.3829 1.9788
H 1.1786 2.7704 1.5338
C -2.0276 2.7568 0.2117
Cl -2.6243 2.7165 -1.4515
Cl -3.2332 2.8826 1.2558
Cl -1.0307 4.2537 0.1509
H -0.6000 1.6053 1.3344
H -2.5883 -2.6326 1.5192
H -3.2663 -1.7856 0.0983
```

Calculated values
largest force on an atom: 0.360 hartree/bohr
HOMO: -0.317 hartree
E_tot: -2550.0050 Eh
frontier orbital gap: 8.91 eV

Here are the Mulliken charges for atoms 1 to 4, given in e:
1. C -1.16
2. H 0.23
3. H 0.36
4. H 0.41


Entry from the OMol25 dataset: one molecule with the formula C5H4N2O (the ωB97M-V functional and the def2-TZVPD basis).

XYZ file:
```
12
Properties=species:S:1:pos:R:3
C 0.1075 -1.3976 -1.4947
C -1.0162 -0.7982 -1.1215
C -0.7750 0.0160 0.0104
C -1.1783 1.0318 0.7949
N -0.0261 1.5547 1.4359
C 0.9859 0.8411 1.0709
N 0.5794 -0.0699 0.1183
O 1.1746 -0.9785 -0.6399
H 0.3432 -2.1388 -2.2884
H -2.0935 -0.9966 -1.4532
H -2.1656 1.5517 0.8577
H 1.9025 0.8587 1.5636
```

Calculated values
largest force on an atom: 0.081 hartree/bohr
HOMO: -0.305 hartree
E_tot: -377.5711 Eh
SMILES: c1cc2cncn2o1
frontier orbital gap: 9.18 eV

Here are the Mulliken charges for atoms 1 to 4, given in e:
1. C -0.24
2. C -0.48
3. C 0.43
4. C -0.52


Entry from the OMol25 dataset: one molecule with the formula C3H6N4 (the ωB97M-V functional and the def2-TZVPD basis).

XYZ file:
```
13
Properties=species:S:1:pos:R:3
C 2.3302 -0.4657 -0.0019
C 0.9144 0.1255 -0.2145
N 0.4888 1.3166 -0.1430
N -0.7989 1.1505 -0.0231
C -1.2311 -0.0862 -0.0562
N -2.4858 -0.5002 -0.0885
N -0.1098 -0.7919 -0.2098
H 2.3484 -1.0056 0.8892
H 2.8478 -0.8928 -0.9043
H 3.0205 0.4126 0.4834
H -1.3367 2.0344 -0.0757
H -3.2326 0.1946 0.1903
H -2.7553 -1.4920 0.1541
```

Calculated values
largest force on an atom: 0.125 hartree/bohr
HOMO: -0.319 hartree
E_tot: -336.9057 Eh
SMILES: Cc1n[nH]c(N)n1
frontier orbital gap: 9.33 eV

Here are the Mulliken charges for atoms 1 to 4, given in e:
1. C -0.86
2. C 0.56
3. N -0.87
4. N 0.25


Entry from the OMol25 dataset: a 2-piece molecular cluster, C2H10N2S overall (the ωB97M-V functional and the def2-TZVPD basis).

XYZ file:
```
15
Properties=species:S:1:pos:R:3
N -0.3757 1.7543 -0.1029
C -0.9459 1.4683 -1.4140
N -2.4762 1.0764 -1.3114
H -0.4592 1.0528 0.6009
H 0.6141 2.1366 -0.2158
H -0.4746 0.6746 -1.9597
H -1.0669 2.2912 -2.1587
H -3.0196 1.9021 -1.5768
H -2.6437 0.7044 -2.2967
C 0.3607 -2.1037 0.8656
S 1.7933 -1.0714 1.1472
H -0.5378 -1.4734 0.6748
H 0.3290 -2.8703 1.6766
H 0.4869 -2.8555 0.0260
H 1.5547 -0.4235 0.0654
```

Calculated values
largest force on an atom: 0.062 hartree/bohr
HOMO: -0.333 hartree
E_tot: -589.8292 Eh
SMILES: NCN.CS
frontier orbital gap: 9.85 eV

Here are the Mulliken charges for atoms 1 to 4, given in e:
1. N -0.61
2. C -0.27
3. N -0.69
4. H 0.20


Entry from the OMol25 dataset: C42H30Br6F4O16 as an isolated structure (the ωB97M-V functional and the def2-TZVPD basis).

XYZ file:
```
98
Properties=species:S:1:pos:R:3
C -2.6516 -5.5794 4.8482
C -3.4497 -4.3177 5.1788
O -3.5819 -3.6877 3.9586
C -2.5992 -4.1308 3.1049
O -2.3678 -3.6099 2.0690
O -2.0540 -5.2552 3.5809
F -2.7024 -3.5164 6.0181
H -3.2738 -6.4653 4.7376
H -1.8252 -5.7517 5.5325
H -4.4013 -4.4952 5.6678
C -3.6747 -1.8266 -2.8051
C -2.9088 -0.8974 -3.7371
O -3.9833 -0.4075 -4.5242
C -5.1080 -0.3897 -3.7387
O -6.1412 0.0939 -4.0407
O -4.8350 -1.0123 -2.5610
F -2.0984 -1.6123 -4.5540
H -3.2037 -2.1071 -1.8698
H -3.9870 -2.7318 -3.3291
H -2.3961 -0.0898 -3.2209
C 0.4585 -2.5047 5.4699
C 0.7031 -1.1379 4.8441
O 1.2901 -1.4570 3.6196
C 0.9411 -2.7259 3.2688
O 0.9513 -3.1450 2.1643
O 0.5641 -3.4127 4.3670
F 1.5791 -0.4407 5.6367
H -0.4437 -2.7255 6.0290
H 1.2691 -2.7135 6.1756
H -0.1367 -0.4554 4.7221
C -1.0262 -1.3941 0.0587
C -0.2495 -2.2265 -0.9549
O 1.0211 -1.7011 -0.9509
C 0.9957 -0.4646 -0.3744
O 1.8898 0.3191 -0.3930
O -0.1829 -0.2599 0.2333
F -0.8214 -1.9869 -2.1995
H -1.0702 -1.9457 0.9932
H -1.9794 -1.0514 -0.3223
H -0.3262 -3.2922 -0.7617
C -6.7616 1.3720 0.2423
C -7.1181 2.6219 0.7394
C -6.2547 3.6944 0.6068
C -4.9914 3.4977 0.0565
C -4.5823 2.2382 -0.3968
C -5.5088 1.2107 -0.3302
C -3.1828 1.9965 -0.8288
O -2.8303 0.9045 -1.2380
C -2.2251 3.1260 -0.6774
C -0.9038 2.9237 -1.0539
C 0.0012 3.9722 -0.9853
C -0.4015 5.2123 -0.5018
C -1.7370 5.4444 -0.2638
C -2.6533 4.3962 -0.2992
C -4.0430 4.6547 0.1489
O -4.3836 5.7157 0.6135
H -7.4209 0.5192 0.3120
H -8.0853 2.7553 1.2100
H -6.5829 4.6712 0.9287
H -5.3293 0.2060 -0.6975
H -0.5565 1.9616 -1.4013
H 1.0162 3.7349 -1.2754
H 0.3691 5.9646 -0.3850
H -2.0994 6.4111 0.0622
C 4.2756 3.9981 -1.3106
C 5.1212 4.7944 -2.0694
C 6.3222 4.2880 -2.5371
C 6.6413 2.9502 -2.3301
C 5.7251 2.1230 -1.6811
C 4.5128 2.6308 -1.2310
C 6.0828 0.7019 -1.3828
O 5.3038 -0.0435 -0.8392
C 7.4550 0.2480 -1.7552
C 7.8392 -1.0515 -1.4769
C 9.0448 -1.5667 -1.9389
C 9.9055 -0.7503 -2.6558
C 9.5218 0.5461 -2.9569
C 8.3324 1.0629 -2.4744
C 7.9586 2.4643 -2.8250
O 8.6964 3.1680 -3.4796
H 3.3653 4.3526 -0.8448
H 4.9484 5.8604 -2.1598
H 6.9849 4.9404 -3.0878
H 3.8624 1.9858 -0.6520
H 7.1743 -1.7447 -0.9769
H 9.2011 -2.6240 -1.7734
H 10.8307 -1.1381 -3.0622
H 10.1759 1.2035 -3.5143
C -3.0298 1.2831 2.8447
Br -3.4913 -0.4987 2.2053
Br -1.1772 1.7318 2.5441
Br -3.3813 1.3345 4.7683
H -3.7323 1.9822 2.4118
C -1.1571 -6.2209 -2.4224
Br -0.9067 -4.7379 -3.5970
Br -1.4836 -7.8547 -3.3721
Br -2.5447 -5.7656 -1.1102
H -0.2962 -6.3470 -1.7842
```

Calculated values
largest force on an atom: 0.028 hartree/bohr
HOMO: -0.352 hartree
E_tot: -18665.9658 Eh
frontier orbital gap: 8.38 eV

Here are the Mulliken charges for atoms 1 to 4, given in e:
1. C -0.43
2. C 0.32
3. O -0.26
4. C 0.46


Entry from the OMol25 dataset: a 10-piece molecular cluster, C66H146N6O10 overall (the ωB97M-V functional and the def2-TZVPD basis).

XYZ file:
```
228
Properties=species:S:1:pos:R:3
C 4.8665 -3.4984 -5.6578
C 3.7336 -3.4112 -4.6379
C 3.8259 -2.0582 -3.9039
C 2.3905 -3.5200 -5.3739
C 1.1943 -3.8365 -4.4876
C 1.4836 -5.0883 -3.6834
C 2.7819 -4.9807 -2.8724
C 2.5703 -4.1205 -1.6302
C 3.0690 -6.4063 -2.3769
N 3.8716 -4.5765 -3.7410
O 5.0882 -4.5137 -3.0001
H 5.8536 -3.4466 -5.1994
H 4.7992 -4.4770 -6.1442
H 4.7826 -2.7342 -6.4302
H 4.8767 -1.8874 -3.6462
H 3.5945 -1.2200 -4.5652
H 3.2302 -1.9929 -3.0026
H 2.2471 -2.5681 -5.8924
H 2.4455 -4.2797 -6.1618
H 0.9772 -3.0116 -3.7975
H 0.3007 -3.9941 -5.1007
H 1.5731 -5.9330 -4.3751
H 0.7022 -5.3342 -2.9633
H 3.5515 -3.9263 -1.1837
H 1.9692 -4.5727 -0.8426
H 2.2355 -3.0959 -1.8038
H 3.8145 -6.4269 -1.5748
H 3.4668 -6.9940 -3.2062
H 2.2027 -6.9012 -1.9355
H 5.7049 -5.0204 -3.5384
C 0.9043 7.4662 -0.4375
C -0.0296 6.3357 0.0202
C 0.3971 5.9995 1.4556
C -1.4738 6.8239 0.0648
C -2.1988 6.7498 -1.2939
C -2.0166 5.4024 -1.9568
C -0.5578 4.9783 -2.0930
C -0.5764 3.5141 -2.5228
C 0.1161 5.7800 -3.2180
N 0.0382 5.1295 -0.7799
O 1.2504 4.4111 -0.6127
H 0.8164 8.3398 0.2100
H 1.9385 7.1246 -0.5034
H 0.6534 7.8257 -1.4381
H -0.2245 5.2115 1.8900
H 1.4499 5.7260 1.4516
H 0.2565 6.8691 2.1027
H -2.0482 6.2551 0.8054
H -1.5627 7.8713 0.3672
H -3.2497 7.0232 -1.2105
H -1.7239 7.5101 -1.9278
H -2.4923 5.4493 -2.9441
H -2.6110 4.6592 -1.4180
H 0.3945 3.1579 -2.8822
H -1.2463 3.4005 -3.3765
H -0.8750 2.8712 -1.6934
H 1.1885 5.5671 -3.2231
H 0.0292 6.8587 -3.0914
H -0.3154 5.5313 -4.1881
H 0.9117 3.5511 -0.3281
C -3.9566 -0.9993 -3.1585
C -3.7331 -2.2281 -4.0630
C -3.3669 -3.3875 -3.1486
C -5.0316 -2.5712 -4.7678
C -5.2946 -1.8240 -6.0825
C -4.0605 -1.9046 -6.9612
C -2.7787 -1.4067 -6.3057
C -1.6212 -1.8178 -7.2032
C -2.8418 0.1266 -6.1735
N -2.6475 -2.0643 -5.0159
O -1.4407 -1.7219 -4.3548
H -3.0223 -0.7020 -2.6783
H -4.2726 -0.1217 -3.7265
H -4.7271 -1.2380 -2.4264
H -3.1464 -4.2917 -3.7151
H -2.5790 -3.1132 -2.4456
H -4.2204 -3.6317 -2.4997
H -5.0876 -3.6465 -4.9794
H -5.8728 -2.3954 -4.0911
H -6.1326 -2.3165 -6.5797
H -5.6435 -0.8099 -5.8651
H -4.2194 -1.3628 -7.8945
H -3.9392 -2.9766 -7.1592
H -1.7189 -1.3075 -8.1618
H -1.6494 -2.8949 -7.3850
H -0.6545 -1.5845 -6.7548
H -2.0018 0.4289 -5.5413
H -3.7736 0.4331 -5.7093
H -2.6982 0.6116 -7.1392
H -0.8722 -2.4637 -4.5852
C -5.5621 -1.2206 1.8533
C -5.9348 -2.3791 0.9382
C -4.6352 -2.9041 0.3073
C -6.5297 -3.4667 1.8330
C -7.4161 -4.4810 1.0994
C -8.4546 -3.7923 0.2378
C -7.8310 -2.8041 -0.7464
C -7.1423 -3.5315 -1.9162
C -8.9351 -1.9490 -1.3443
N -6.9350 -1.9256 -0.0014
O -6.4601 -0.8469 -0.7906
H -5.0490 -0.4244 1.3035
H -6.4277 -0.7740 2.3435
H -4.8628 -1.5156 2.6408
H -3.8722 -3.0813 1.0634
H -4.8009 -3.8042 -0.2838
H -4.2054 -2.1546 -0.3699
H -5.7351 -4.0280 2.3327
H -7.1244 -3.0401 2.6461
H -6.7983 -5.1320 0.4709
H -7.8525 -5.1448 1.8491
H -9.2683 -3.3008 0.7741
H -8.9418 -4.5756 -0.3565
H -6.3717 -4.2361 -1.6049
H -6.6919 -2.8049 -2.6004
H -7.8701 -4.0788 -2.5194
H -9.7208 -2.5211 -1.8374
H -8.5243 -1.2121 -2.0356
H -9.4268 -1.3425 -0.5759
H -5.6977 -1.2345 -1.2449
C -0.1265 -0.2402 -1.3494
C -0.6008 -0.2551 0.1124
C -2.0640 0.1326 0.1639
C -0.4443 -1.6482 0.7212
C 0.9983 -1.9933 1.0442
C 1.6615 -0.9296 1.9085
C 1.4892 0.5062 1.3906
C 1.7604 1.4303 2.5672
C 2.5091 0.7703 0.2739
N 0.1085 0.6871 0.9818
O -0.0913 2.0169 0.5023
H 0.8057 -0.8039 -1.4228
H -0.8644 -0.5435 -2.0897
H 0.1710 0.7718 -1.6465
H -2.2259 1.1142 -0.2762
H -2.7000 -0.5944 -0.3490
H -2.4579 0.2015 1.1834
H -1.0211 -1.6425 1.6532
H -0.8729 -2.3912 0.0452
H 1.1113 -2.9749 1.5068
H 1.5993 -2.0214 0.1284
H 2.7465 -1.1028 1.8955
H 1.4322 -1.0465 2.9724
H 0.9713 1.3432 3.3188
H 1.7557 2.4925 2.2876
H 2.7371 1.2663 3.0244
H 2.5780 -0.0641 -0.4307
H 3.5139 0.9277 0.6666
H 2.2074 1.6217 -0.3390
H -0.5268 2.4453 1.2475
C 3.5405 3.3344 5.7681
C 2.6450 4.5627 5.7834
C 3.0465 5.4410 4.5745
C 1.2139 4.0990 5.5565
C 0.1860 5.2141 5.7277
C 0.3231 5.6706 7.1646
C 1.7212 6.1623 7.5272
C 1.8706 7.6058 7.0125
C 1.8401 6.2463 9.0569
N 2.7816 5.2457 7.0718
O 4.0278 5.9260 7.1180
H 4.5611 3.5687 6.0756
H 3.1402 2.5355 6.3988
H 3.6149 2.8803 4.7749
H 2.4698 6.3502 4.4283
H 4.1110 5.6609 4.6331
H 2.8896 4.8252 3.6838
H 1.2235 3.6488 4.5614
H 0.9220 3.3330 6.2843
H 0.3644 6.0184 5.0149
H -0.8148 4.8039 5.5813
H -0.0343 4.9239 7.8816
H -0.3775 6.4947 7.3444
H 2.8280 8.0697 7.2462
H 1.1268 8.2310 7.5119
H 1.7181 7.6705 5.9350
H 1.9559 5.2637 9.5242
H 0.9599 6.6859 9.5314
H 2.7305 6.8196 9.3215
H 4.5236 5.4396 7.7838
C 7.4244 -2.3110 -1.0114
C 6.4493 -2.7428 0.0629
C 5.1158 -2.0568 -0.0863
O 6.2539 -4.1622 0.0750
H 8.3769 -2.8335 -0.9018
H 7.6432 -1.2461 -0.9361
H 7.0097 -2.5434 -1.9961
H 6.8317 -2.4798 1.0517
H 5.2176 -0.9822 0.1303
H 4.3549 -2.4044 0.6128
H 4.7495 -2.0295 -1.1159
H 6.0204 -4.4658 -0.8116
C -4.9770 2.0705 -0.9212
C -5.0151 3.1557 0.1187
C -3.7300 3.1539 0.9175
O -5.2023 4.3931 -0.5804
H -4.2077 2.2977 -1.6720
H -5.8610 2.0971 -1.5670
H -4.8391 1.0722 -0.5192
H -5.8717 3.0208 0.7906
H -3.6303 4.0023 1.6011
H -2.8683 3.1823 0.2428
H -3.5893 2.2346 1.4908
H -5.2733 5.0856 0.0834
C 6.8792 0.2117 5.1925
C 6.2176 -1.0976 4.8497
C 5.1657 -0.9259 3.7472
O 7.2156 -2.0079 4.3982
H 7.1370 0.3630 6.2395
H 6.2427 1.0679 4.9443
H 7.7588 0.3533 4.5594
H 5.6799 -1.4825 5.7270
H 5.6937 -0.7307 2.8086
H 4.5452 -0.0592 3.9831
H 4.5491 -1.8140 3.6075
H 6.7800 -2.8329 4.1474
C 3.6838 -5.7938 1.8406
C 4.6096 -5.5749 3.0195
C 5.4240 -6.8281 3.3802
O 5.5254 -4.5161 2.7694
H 3.0909 -6.7020 1.9570
H 4.2884 -5.8575 0.9328
H 2.9768 -4.9690 1.7241
H 4.0484 -5.3307 3.9270
H 6.0086 -6.6034 4.2694
H 6.0730 -7.0957 2.5443
H 4.7724 -7.6809 3.5882
H 5.7194 -4.4877 1.8209
```

Calculated values
largest force on an atom: 0.031 hartree/bohr
HOMO: -0.287 hartree
E_tot: -3683.0325 Eh
SMILES: CC1(C)CCCC(C)(C)N1O.CC1(C)CCCC(C)(C)N1O.CC1(C)CCCC(C)(C)N1O.CC1(C)CCCC(C)(C)N1O.CC1(C)CCCC(C)(C)N1O.CC1(C)CCCC(C)(C)N1O.CC(C)O.CC(C)O.CC(C)O.CC(C)O
frontier orbital gap: 8.25 eV

Here are the Mulliken charges for atoms 1 to 4, given in e:
1. C -2.07
2. C 2.02
3. C -1.02
4. C -1.98


Which value of E_tot does entry 5 give? -18665.9658 Eh